Record 1
{"formula": "C5H8BrLiNO5PS2", "method": "ωB97M-V/def2-TZVPD", "e_homo_ev": -8.3, "charge": 0, "gap_ev": 6.36, "elements": ["C", "C", "C", "C", "C", "S", "O", "O", "N", "S", "O", "O", "P", "O", "Br", "H", "H", "H", "H", "H", "H", "H", "H", "Li"], "xyz": [[-2.354587, -1.484960, 2.411138], [-1.170010, -1.617046, 2.439679], [0.288771, -1.670237, 2.369805], [0.840121, -0.613741, 1.386247], [1.084610, -1.132234, -0.031090], [-0.242003, -0.751410, -1.202514], [-0.029912, -1.673183, -2.344685], [-1.527290, -0.971409, -0.612662], [0.084837, 0.695667, -1.709985], [-0.896706, 1.873572, -1.172215], [-2.031931, 2.071473, -2.032436], [-1.170114, 1.821382, 0.243677], [0.427772, 3.622335, -1.375725], [1.269721, 3.260565, -2.726683], [-0.925635, 5.297320, -1.876075], [-3.376350, -1.248258, 2.241098], [0.645646, -2.675638, 2.148860], [0.637811, -1.403933, 3.367703], [1.816515, -0.327150, 1.777756], [0.222524, 0.280860, 1.401587], [1.953729, -0.613868, -0.428780], [1.353939, -2.197772, -0.039877], [2.170535, 3.058557, -2.452252], [0.726597, -3.501106, -1.470662]], "forces_ev_per_a": [[-0.4, 0.2, -0.2], [0.4, -0.4, -0.2], [-0.6, 0.8, 0.3], [0.6, -0.7, 0.4], [-0.1, 0.7, 0.0], [-0.4, -0.2, -1.3], [1.4, -1.3, 0.7], [0.1, 0.1, 0.7], [-0.2, 0.1, 0.8], [-0.9, 0.9, -0.9], [-0.1, -0.3, -0.2], [0.4, -0.1, 0.4], [1.2, -0.1, 1.2], [-0.5, 0.2, -0.3], [0.0, -0.5, -0.3], [-0.1, -0.1, 0.2], [0.1, -0.1, 0.0], [0.3, -0.2, 0.0], [0.1, 0.1, 0.0], [-0.2, 0.0, -0.2], [0.0, 0.0, -0.3], [-0.2, -0.2, 0.2], [0.1, 0.1, -0.1], [-0.7, 1.1, -0.7]], "mulliken_charge": [0.173, -0.553, -0.757, -0.403, -0.717, 1.146, -0.850, -0.517, -0.327, 0.947, -0.609, -0.558, 0.301, -0.482, -0.179, 0.418, 0.293, 0.312, 0.386, 0.250, 0.340, 0.137, 0.348, 0.901]}

Record 2
{"formula": "CH3N3O3", "method": "ωB97M-V/def2-TZVPD", "de_lowest_kcal_mol": 54.0, "e_homo_ev": -10.7, "smiles": "NN(C=O)[N+](=O)[O-]", "charge": 0, "gap_ev": 10.10, "elements": ["N", "N", "C", "O", "N", "O", "O", "H", "H", "H"], "xyz": [[-0.012051, 1.044616, -0.320243], [0.501581, -0.185405, 0.001620], [-0.226263, -1.350365, -0.021716], [-1.388749, -1.485778, -0.101552], [1.975315, -0.292921, -0.010113], [2.419168, -1.397611, -0.089988], [2.533834, 0.824029, -0.032581], [0.114086, 1.192724, -1.302293], [0.600198, 1.754294, 0.181822], [0.430827, -2.062504, 0.274520]], "forces_ev_per_a": [[0.9, 1.3, 1.5], [0.9, 1.2, -0.3], [0.6, 1.2, 1.0], [-2.4, 0.3, -0.8], [-0.9, 2.4, -1.2], [0.9, 0.2, 0.5], [-0.6, -2.8, 0.4], [0.0, 0.3, -0.7], [-1.3, -1.1, -0.8], [1.9, -3.1, 0.5]], "mulliken_charge": [-0.646, 0.125, 0.085, -0.431, 1.074, -0.560, -0.597, 0.252, 0.333, 0.364]}

Record 3
{"formula": "C9H11NSi", "method": "ωB97M-V/def2-TZVPD", "de_lowest_kcal_mol": 41.5, "e_homo_ev": -6.2, "charge": 0, "gap_ev": 6.50, "elements": ["C", "C", "C", "C", "C", "C", "C", "C", "C", "N", "Si", "H", "H", "H", "H", "H", "H", "H", "H", "H", "H", "H"], "xyz": [[-1.376564, -0.904292, -2.808169], [-2.123617, -1.558208, -1.827094], [-0.211490, -0.276985, -2.437970], [-1.710507, -1.547425, -0.521707], [0.199844, -0.211228, -1.103194], [-0.561303, -0.846808, -0.084338], [1.498511, 0.338704, -0.795880], [1.764623, 1.052280, 0.296324], [-0.192545, -0.945427, 1.289552], [0.738175, 1.606980, 1.127973], [0.478225, 0.271605, 2.420841], [-1.695916, -0.913694, -3.839839], [-3.030104, -2.080204, -2.101860], [0.406140, 0.206134, -3.184872], [-2.288986, -2.070377, 0.227686], [2.316378, 0.081771, -1.455146], [2.762973, 1.349034, 0.574717], [-0.686037, -1.778583, 1.786926], [-0.116419, 1.680486, 0.579273], [0.989152, 2.522811, 1.483241], [-0.307812, 1.085009, 3.387663], [1.808028, 0.203382, 3.044890]], "forces_ev_per_a": [[0.3, 0.2, -0.3], [0.0, -0.1, 0.3], [-0.3, 0.0, -0.3], [-0.4, -0.1, -0.2], [-0.1, 0.1, 0.1], [0.3, 0.0, 0.3], [-0.1, 0.2, 0.2], [1.3, 0.2, -1.0], [0.0, 0.1, 1.3], [-0.2, -0.1, 0.4], [-0.6, -0.3, -1.0], [0.0, 0.0, -0.1], [0.0, -0.1, 0.0], [0.0, 0.0, -0.1], [-0.1, 0.0, 0.0], [0.2, 0.1, 0.0], [0.1, 0.0, 0.0], [-0.1, 0.1, 0.1], [-0.3, 0.0, 0.0], [0.0, 0.1, 0.0], [-0.2, -0.2, 0.2], [0.2, -0.1, 0.1]], "mulliken_charge": [-0.571, -0.537, -0.521, -0.772, 0.637, 1.125, -0.686, -0.690, -1.045, -0.220, 0.166, 0.378, 0.370, 0.409, 0.357, 0.380, 0.434, 0.356, 0.377, 0.351, -0.169, -0.129]}

Record 4
{"formula": "C40H33N3O2", "method": "ωB97M-V/def2-TZVPD", "e_homo_ev": -6.5, "charge": 0, "gap_ev": 4.66, "elements": ["C", "C", "O", "C", "O", "N", "H", "H", "H", "H", "C", "C", "C", "C", "N", "C", "C", "C", "C", "C", "C", "C", "C", "C", "C", "C", "C", "C", "C", "C", "N", "C", "C", "C", "C", "C", "C", "C", "C", "C", "C", "C", "C", "C", "C", "C", "C", "C", "C", "H", "H", "H", "H", "H", "H", "H", "H", "H", "H", "H", "H", "H", "H", "H", "H", "H", "H", "H", "H", "H", "H", "H", "H", "H", "H", "H", "H", "H"], "xyz": [[-4.995194, 1.361994, 2.172383], [-5.941850, 0.394656, 2.868513], [-6.106101, -0.704824, 1.963230], [-5.113742, -0.600250, 0.989965], [-4.995803, -1.507746, 0.164857], [-4.420049, 0.553643, 1.143753], [-5.568017, 2.205600, 1.747126], [-4.246357, 1.775600, 2.863030], [-5.460890, 0.021702, 3.783776], [-6.921724, 0.833731, 3.083352], [1.989093, 4.986689, 5.449104], [0.992009, 5.765568, 4.846977], [0.806976, 5.706182, 3.467945], [1.601294, 4.851269, 2.695409], [1.321842, 4.765144, 1.297480], [2.171931, 5.489194, 0.416595], [3.422976, 4.979716, 0.070705], [4.261311, 5.725214, -0.760666], [3.840133, 6.970466, -1.242488], [2.582378, 7.474711, -0.888477], [1.751854, 6.739310, -0.044549], [0.587332, 3.663078, 0.797740], [-0.683212, 3.894143, 0.235493], [-1.477618, 2.824507, -0.134675], [-0.979899, 1.492682, -0.047769], [-1.813033, 0.393642, -0.380087], [-1.362937, -0.825242, -0.927944], [-2.248555, -1.938942, -0.956393], [-1.809016, -3.186243, -1.340544], [-0.483364, -3.367762, -1.797962], [-0.057680, -4.643277, -2.147276], [1.099407, -4.889758, -2.947433], [2.346506, -5.099735, -2.355004], [3.478148, -5.241567, -3.164630], [3.344071, -5.282874, -4.557147], [2.070330, -5.225630, -5.136167], [0.946340, -5.043690, -4.331091], [-0.594132, -5.768307, -1.455265], [-1.547204, -6.577605, -2.077749], [-2.067872, -7.673487, -1.387906], [-1.585911, -7.988448, -0.111532], [-0.600306, -7.194875, 0.487950], [-0.112377, -6.072454, -0.179764], [0.377008, -2.256198, -1.894044], [-0.051623, -1.011040, -1.475257], [0.341041, 1.297057, 0.450686], [1.099208, 2.365875, 0.894191], [2.640537, 4.130131, 3.275582], [2.815050, 4.174407, 4.663547], [2.127641, 5.017470, 6.531644], [0.352431, 6.414948, 5.445087], [0.054558, 6.302460, 2.950034], [3.718245, 4.011285, 0.478149], [5.239273, 5.320857, -1.021192], [4.499394, 7.550686, -1.890422], [2.242825, 8.440411, -1.262154], [0.776177, 7.100456, 0.283208], [-1.023138, 4.927847, 0.144596], [-2.490503, 2.968076, -0.516344], [-2.884225, 0.485193, -0.163280], [-3.281951, -1.786963, -0.625299], [-2.473809, -4.048478, -1.298949], [2.411504, -5.136143, -1.266623], [4.459875, -5.316242, -2.696222], [4.230348, -5.375907, -5.188928], [1.945110, -5.316370, -6.215510], [-0.063921, -5.024793, -4.743670], [-1.867214, -6.320175, -3.089426], [-2.846294, -8.277116, -1.856257], [-1.973304, -8.860497, 0.418185], [-0.201138, -7.436631, 1.473426], [0.651530, -5.423672, 0.254024], [1.393611, -2.396603, -2.260512], [0.626095, -0.162324, -1.549677], [0.750131, 0.289461, 0.521825], [2.096006, 2.212944, 1.311034], [3.290648, 3.538511, 2.629150], [3.597784, 3.565353, 5.116535]], "forces_ev_per_a": [[-0.4, 0.0, -0.2], [-0.1, -0.4, 0.4], [-0.3, 0.1, 0.2], [0.6, 1.9, 0.8], [0.1, 0.1, 0.1], [0.5, -1.4, -1.4], [0.2, 0.0, 0.1], [-0.1, 0.0, -0.1], [-0.3, 0.0, 0.0], [0.1, -0.2, 0.1], [0.0, -0.1, -0.2], [0.2, -0.1, -0.1], [0.2, -0.3, 0.0], [-0.1, 0.2, 0.2], [-0.1, 0.3, 0.0], [0.1, 0.3, -0.2], [-0.1, 0.3, -0.2], [-0.2, 0.0, 0.1], [-0.1, -0.1, 0.1], [0.1, -0.1, 0.0], [0.3, -0.2, -0.1], [-0.2, -0.1, -0.1], [0.3, -0.1, 0.1], [0.0, -0.7, 0.0], [1.1, 1.1, 0.5], [0.0, -1.3, -0.9], [0.3, 0.4, -0.1], [-0.1, -0.3, 0.1], [0.0, 0.2, 0.2], [-0.1, -0.8, 0.0], [-0.2, 0.9, 0.2], [0.4, -0.5, -0.4], [0.0, 0.3, -0.3], [-0.2, -0.1, 0.0], [-0.2, 0.0, 0.1], [0.1, 0.0, 0.2], [0.1, 0.3, 0.3], [-0.3, -0.7, 0.1], [0.1, 0.1, 0.3], [0.2, 0.1, 0.1], [0.1, 0.1, -0.1], [-0.1, 0.1, -0.2], [-0.2, -0.1, -0.2], [0.2, 0.9, -0.1], [0.2, -0.6, 0.0], [-0.4, 0.0, -0.2], [-0.2, 0.1, -0.1], [-0.2, 0.0, 0.4], [-0.1, 0.1, -0.2], [-0.1, 0.0, -0.3], [0.2, -0.2, -0.1], [0.1, -0.2, 0.3], [0.0, 0.3, -0.3], [-0.2, 0.2, 0.0], [-0.2, -0.2, 0.2], [0.2, -0.2, 0.1], [0.3, 0.0, -0.2], [0.0, -0.4, 0.1], [0.3, 0.0, 0.2], [-0.2, 0.1, 0.2], [0.0, -0.1, 0.1], [0.1, 0.3, 0.0], [0.1, 0.2, -0.3], [-0.2, -0.1, -0.2], [-0.3, 0.0, 0.2], [0.1, 0.0, 0.3], [0.3, 0.2, 0.0], [0.0, -0.1, 0.3], [0.3, 0.1, 0.2], [0.1, 0.3, -0.2], [-0.2, 0.0, -0.3], [-0.3, -0.2, 0.0], [-0.3, 0.1, 0.0], [-0.2, -0.2, -0.1], [-0.2, 0.3, 0.2], [-0.4, 0.0, -0.1], [-0.2, 0.1, 0.4], [-0.2, 0.2, 0.0]], "mulliken_charge": [-0.595, -0.350, -0.404, 0.299, -0.797, -0.252, 0.209, 0.274, 0.236, 0.272, -0.399, -0.696, -0.225, 0.241, 0.798, 0.367, -0.078, -0.734, -0.408, -0.680, -0.248, 0.410, -0.415, -1.011, 0.638, -0.361, 0.574, -1.252, -0.598, 1.519, 0.832, -0.607, 0.167, -0.680, -0.429, -0.680, -0.121, -0.513, -0.004, -0.674, -0.393, -0.802, -0.007, -0.642, -1.042, -1.270, -0.098, 0.068, -0.861, 0.363, 0.359, 0.353, 0.190, 0.366, 0.361, 0.367, 0.306, 0.375, 0.438, 0.636, 0.664, 0.540, 0.271, 0.380, 0.378, 0.367, 0.386, 0.360, 0.384, 0.376, 0.368, 0.389, 0.464, 0.711, 0.601, 0.182, 0.123, 0.360]}

What did the first record say?
{"formula": "C5H8BrLiNO5PS2", "method": "ωB97M-V/def2-TZVPD", "e_homo_ev": -8.3, "charge": 0, "gap_ev": 6.36, "elements": ["C", "C", "C", "C", "C", "S", "O", "O", "N", "S", "O", "O", "P", "O", "Br", "H", "H", "H", "H", "H", "H", "H", "H", "Li"], "xyz": [[-2.354587, -1.484960, 2.411138], [-1.170010, -1.617046, 2.439679], [0.288771, -1.670237, 2.369805], [0.840121, -0.613741, 1.386247], [1.084610, -1.132234, -0.031090], [-0.242003, -0.751410, -1.202514], [-0.029912, -1.673183, -2.344685], [-1.527290, -0.971409, -0.612662], [0.084837, 0.695667, -1.709985], [-0.896706, 1.873572, -1.172215], [-2.031931, 2.071473, -2.032436], [-1.170114, 1.821382, 0.243677], [0.427772, 3.622335, -1.375725], [1.269721, 3.260565, -2.726683], [-0.925635, 5.297320, -1.876075], [-3.376350, -1.248258, 2.241098], [0.645646, -2.675638, 2.148860], [0.637811, -1.403933, 3.367703], [1.816515, -0.327150, 1.777756], [0.222524, 0.280860, 1.401587], [1.953729, -0.613868, -0.428780], [1.353939, -2.197772, -0.039877], [2.170535, 3.058557, -2.452252], [0.726597, -3.501106, -1.470662]], "forces_ev_per_a": [[-0.4, 0.2, -0.2], [0.4, -0.4, -0.2], [-0.6, 0.8, 0.3], [0.6, -0.7, 0.4], [-0.1, 0.7, 0.0], [-0.4, -0.2, -1.3], [1.4, -1.3, 0.7], [0.1, 0.1, 0.7], [-0.2, 0.1, 0.8], [-0.9, 0.9, -0.9], [-0.1, -0.3, -0.2], [0.4, -0.1, 0.4], [1.2, -0.1, 1.2], [-0.5, 0.2, -0.3], [0.0, -0.5, -0.3], [-0.1, -0.1, 0.2], [0.1, -0.1, 0.0], [0.3, -0.2, 0.0], [0.1, 0.1, 0.0], [-0.2, 0.0, -0.2], [0.0, 0.0, -0.3], [-0.2, -0.2, 0.2], [0.1, 0.1, -0.1], [-0.7, 1.1, -0.7]], "mulliken_charge": [0.173, -0.553, -0.757, -0.403, -0.717, 1.146, -0.850, -0.517, -0.327, 0.947, -0.609, -0.558, 0.301, -0.482, -0.179, 0.418, 0.293, 0.312, 0.386, 0.250, 0.340, 0.137, 0.348, 0.901]}